Record 1
DFT (ωB97M-V/def2-TZVPD) results for a structure of composition C47H52CoN10P2SSe2Te.

Positions of all 116 atoms, in Å:
1 Co -2.14241 1.42790 -0.97863
2 C -4.80834 3.17763 1.37936
3 N -4.59897 1.80026 1.80600
4 C -5.03675 1.36908 3.13763
5 C -4.99922 -0.15588 3.06281
6 N -4.60609 -0.43640 1.70231
7 C -4.23549 -1.80878 1.34036
8 C -4.40283 0.71874 0.97383
9 N -4.01119 0.85885 -0.27293
10 C -4.69492 0.11679 -1.32919
11 C -3.66847 -0.68178 -2.09875
12 N -2.54553 0.16602 -2.55103
13 C -1.62781 -0.42847 -3.30140
14 N -0.62207 0.26644 -3.92756
15 C -0.40553 1.68372 -3.89615
16 C 0.18569 -0.54000 -4.81347
17 C -0.26106 -1.94733 -4.49302
18 N -1.39025 -1.77382 -3.57286
19 C -1.92551 -2.94120 -2.90545
20 H -5.81349 3.49685 1.74794
21 H -4.77312 3.21311 0.27728
22 H -3.99834 3.82971 1.77195
23 H -6.06906 1.72723 3.34146
24 H -4.37117 1.77182 3.88856
25 H -5.99056 -0.56570 3.33854
26 H -4.22712 -0.52473 3.78060
27 H -3.99455 -2.35691 2.26690
28 H -3.31644 -1.82412 0.71266
29 H -5.08510 -2.33437 0.85028
30 H -5.22194 0.84418 -1.95500
31 H -5.44859 -0.55384 -0.88422
32 H -4.15234 -1.20235 -2.92913
33 H -3.28228 -1.41006 -1.38641
34 H -1.14617 2.15769 -3.22008
35 H -0.51729 2.11209 -4.92227
36 H 0.62703 1.90176 -3.57976
37 H 1.26649 -0.41799 -4.62259
38 H 0.03639 -0.30170 -5.89857
39 H 0.54594 -2.54132 -4.05163
40 H -0.62913 -2.47846 -5.41193
41 H -1.15621 -3.71957 -2.94875
42 H -2.86498 -3.26724 -3.43799
43 H -2.15247 -2.72429 -1.85184
44 Se 0.80974 -1.47248 3.96810
45 P 1.73011 -2.01818 2.04020
46 C 1.60972 -3.79283 1.66758
47 C 0.99855 -4.32231 0.51937
48 C 0.95739 -5.70069 0.35408
49 C 1.53353 -6.56033 1.28057
50 C 2.20210 -6.01447 2.39589
51 C 2.22356 -4.63882 2.60624
52 C 3.51982 -1.80356 2.13854
53 C 4.10810 -1.10715 3.21357
54 C 5.51049 -1.10468 3.34513
55 C 6.32456 -1.78233 2.44052
56 C 5.68919 -2.50184 1.38495
57 C 4.31518 -2.49981 1.23153
58 C 0.61046 -1.36614 0.79805
59 C 0.56950 -0.18864 -0.07299
60 N -0.73901 -0.11451 -0.46564
61 N -1.38481 -1.23466 -0.07644
62 N -0.63526 -1.97554 0.67490
63 P 1.81244 0.81663 -0.86786
64 Se -1.18719 3.14460 1.09646
65 C 3.04937 1.45916 0.24498
66 C 4.39304 0.97062 0.28957
67 C 5.31067 1.61136 1.08822
68 C 4.93817 2.67601 1.91633
69 C 3.65129 3.18499 1.84150
70 C 2.69945 2.57651 1.02908
71 C 2.73163 -0.39918 -1.77245
72 C 3.71554 0.19394 -2.58968
73 C 4.51158 -0.60567 -3.41318
74 C 4.32657 -2.00452 -3.40799
75 C 3.34369 -2.57947 -2.60892
76 C 2.52790 -1.78550 -1.81558
77 H 0.54002 -3.68284 -0.23031
78 H 0.42752 -6.08237 -0.51758
79 H 1.45415 -7.62081 1.11986
80 H 2.65203 -6.70252 3.10648
81 H 2.72727 -4.19956 3.46311
82 H 3.47210 -0.59172 3.93687
83 H 5.92980 -0.59302 4.22419
84 H 7.41220 -1.67917 2.46456
85 H 6.32183 -3.05114 0.69756
86 H 3.85985 -3.05065 0.40273
87 H 4.66947 0.07106 -0.23325
88 H 6.33053 1.27233 1.11085
89 H 5.58103 2.97776 2.73340
90 H 3.33895 4.02863 2.43616
91 H 1.65657 2.86262 1.08013
92 H 3.86172 1.28321 -2.56115
93 H 5.27857 -0.13031 -4.02137
94 H 4.97585 -2.58565 -4.05285
95 H 3.22231 -3.66061 -2.61217
96 H 1.78913 -2.22184 -1.19059
97 Te -0.68006 1.44279 2.85414
98 C 0.48866 2.47280 4.25525
99 C 0.26620 3.81799 4.34682
100 C 1.12825 4.46719 5.26949
101 C 2.03850 3.63142 5.88664
102 S 1.84057 2.03364 5.33111
103 H -0.48325 4.30536 3.72098
104 H 1.05858 5.52438 5.47310
105 H 2.79665 3.93442 6.62523
106 C -4.55033 5.12046 -3.19209
107 C -4.54753 3.80786 -3.69919
108 C -3.69716 2.85353 -3.12625
109 N -2.91177 3.13504 -2.04431
110 C -2.89003 4.39606 -1.55688
111 C -3.72215 5.40115 -2.08411
112 H -5.15416 5.89804 -3.63095
113 H -5.22504 3.50221 -4.51694
114 H -3.63383 1.85758 -3.48625
115 H -2.19250 4.60175 -0.75973
116 H -3.67630 6.38891 -1.63519

* E: -269503.7973 eV
* multiplicity: 5
* expectation value of S²: 6.02
* charge: +1
* Kohn-Sham gap (spin up / spin down): 0.2744 / 0.1911 Ha
* HOMO energy (spin up / spin down): -9.618 / -9.556 eV

***

Record 2
DFT (ωB97M-V/def2-TZVPD) results for a structure of composition C47H52Ge2N2O2P2RhS.

Positions of all 109 atoms, in Å:
1 Rh 0.15070 -0.99596 -0.46786
2 C 2.26591 2.82414 6.73263
3 S 2.50565 4.02371 5.44561
4 C 1.11791 3.77038 4.36998
5 C 1.30132 2.42883 3.61849
6 C 0.34775 2.37617 2.41363
7 N 0.50462 1.12425 1.70469
8 P -0.56038 -0.24791 1.79496
9 C -1.77045 0.21539 3.05176
10 C -1.45370 0.13604 4.40844
11 C -2.38244 0.51011 5.36198
12 C -3.63965 0.95701 4.97287
13 C -3.96887 1.02218 3.62821
14 C -3.03732 0.65013 2.67007
15 C 0.41190 -1.55033 2.60706
16 C 1.70545 -1.35637 3.08034
17 C 2.41242 -2.41882 3.62763
18 C 1.82452 -3.67031 3.71588
19 C 0.52851 -3.86741 3.24987
20 C -0.17415 -2.81642 2.68841
21 P 1.41391 0.95976 0.24392
22 C 3.10841 1.35182 0.71908
23 C 4.02169 0.31571 0.89154
24 C 5.30892 0.60311 1.32961
25 C 5.68472 1.91235 1.58627
26 C 4.78091 2.95289 1.39072
27 C 3.49931 2.67657 0.95180
28 C 0.89725 2.30682 -0.85119
29 C -0.44851 2.67170 -0.86729
30 C -0.93210 3.53299 -1.83579
31 C -0.06954 4.03580 -2.80249
32 C 1.27073 3.67833 -2.79107
33 C 1.75676 2.81660 -1.81984
34 H 2.96023 3.05679 7.53612
35 H 2.50049 1.83533 6.33022
36 H 1.23368 2.83705 7.08002
37 H 1.11716 4.61368 3.67975
38 H 0.19652 3.77305 4.95442
39 H 1.07476 1.60151 4.29233
40 H 2.32857 2.31881 3.26430
41 H 0.54611 3.21013 1.73521
42 H -0.68057 2.48752 2.76939
43 H -0.49405 -0.26370 4.71564
44 H -2.14286 0.42422 6.41312
45 H -4.37028 1.23016 5.72136
46 H -4.95386 1.34785 3.32450
47 H -3.30959 0.68840 1.62398
48 H 2.17699 -0.38499 2.99415
49 H 3.42735 -2.27140 3.97021
50 H 2.37466 -4.49758 4.14337
51 H 0.06966 -4.84482 3.31979
52 H -1.17154 -2.98742 2.29668
53 H 3.73252 -0.70751 0.67388
54 H 6.02062 -0.20178 1.45292
55 H 6.69200 2.12957 1.91502
56 H 5.09190 3.97685 1.55178
57 H 2.81215 3.49095 0.75277
58 H -1.13082 2.26859 -0.12971
59 H -1.98002 3.80307 -1.84312
60 H -0.44240 4.70426 -3.56596
61 H 1.94153 4.06713 -3.54508
62 H 2.80199 2.53346 -1.83424
63 O 3.32857 -2.67218 0.22482
64 C 2.37345 -3.33592 -0.11122
65 C 2.34051 -4.85421 -0.20044
66 C 0.88922 -5.18721 -0.54480
67 C 0.25004 -3.82816 -0.69602
68 O -0.92805 -3.59388 -0.95293
69 N 1.14390 -2.83070 -0.47661
70 H 2.67692 -5.27068 0.74809
71 H 3.05444 -5.16970 -0.96167
72 H 0.37062 -5.72451 0.25004
73 H 0.75966 -5.76277 -1.46031
74 C -3.69981 -3.23966 -2.16122
75 Ge -2.55955 -2.72364 -3.65360
76 C -3.66670 -2.20805 -5.17237
77 C -1.07762 -3.85551 -4.22029
78 Ge -1.24770 -0.60357 -2.53046
79 C -2.86135 0.49601 -2.47683
80 C -3.56652 0.93282 -3.59907
81 C -4.67157 1.75744 -3.46261
82 C -5.10035 2.15118 -2.20130
83 C -4.42000 1.71292 -1.07451
84 C -3.31990 0.88656 -1.21943
85 C -0.08770 -0.27484 -4.07313
86 C -0.49926 -0.08927 -5.39517
87 C 0.41408 0.19229 -6.39538
88 C 1.76883 0.28295 -6.09627
89 C 2.20129 0.08400 -4.79472
90 C 1.28021 -0.20050 -3.79815
91 H -4.16686 -4.18957 -2.43159
92 H -4.48268 -2.49344 -2.03374
93 H -3.13644 -3.36962 -1.24440
94 H -3.99515 -3.15753 -5.60600
95 H -3.13560 -1.66898 -5.95297
96 H -4.54877 -1.64974 -4.86837
97 H -1.39466 -4.89503 -4.12561
98 H -0.18882 -3.70748 -3.61402
99 H -0.84666 -3.64244 -5.26248
100 H -3.25096 0.65464 -4.59653
101 H -5.20122 2.09453 -4.34337
102 H -5.96627 2.79038 -2.10089
103 H -4.75218 2.01413 -0.08895
104 H -2.79188 0.52273 -0.34304
105 H -1.54666 -0.15326 -5.66323
106 H 0.07484 0.33728 -7.41211
107 H 2.48208 0.50098 -6.87991
108 H 3.25484 0.14051 -4.55556
109 H 1.64236 -0.36778 -2.78440

* E: -202096.2121 eV
* multiplicity: 6
* expectation value of S²: 8.77
* energy relative to the best compared isomer or geometry (same formula, charge and spin): 0.000 eV
* charge: +2
* Kohn-Sham gap (spin up / spin down): 0.2706 / 0.1347 Ha
* HOMO energy (spin up / spin down): -11.749 / -13.199 eV

***

> Among the records above, which one has the lowest E?

C47H52CoN10P2SSe2Te

***

> What is the formula in the second record?

C47H52Ge2N2O2P2RhS